This record from the Open Molecules 2025 dataset describes a structure of composition C19H19Br4CrF7N4O8S2Si at a distorted geometry. The level of theory is ωB97M-V/def2-TZVPD.

Properties
- expectation value of S² = 3.784
- ΔE to the lowest compared entry with this formula, charge and spin (eV) = 1.771
- HOMO-LUMO gap (spin up / spin down) (eV) = 6.83 / 6.95

Structure (ORCA input):
```
! RIJCOSX wB97M-V def2-TZVPD def2/J DEFGRID3
* xyz -1 4
Cr -0.086 -0.007 0.461
C -2.385 -2.544 3.601
Si -0.635 -1.857 3.179
C -0.595 -0.342 4.337
C 0.876 -2.895 3.764
N -0.553 -1.717 1.432
C -0.569 -2.845 0.686
C -0.859 -4.157 1.124
C -0.944 -5.213 0.242
C -0.752 -5.044 -1.121
C -0.401 -3.790 -1.596
C -0.289 -2.770 -0.688
F 0.141 -1.518 -1.128
H -2.518 -2.585 4.676
H -2.587 -3.532 3.209
H -3.142 -1.874 3.204
H -0.866 -0.656 5.343
H -1.289 0.430 4.035
H 0.394 0.096 4.406
H 1.050 -2.780 4.830
H 1.769 -2.547 3.251
H 0.776 -3.956 3.563
H -1.024 -4.338 2.169
H -1.174 -6.199 0.619
H -0.858 -5.866 -1.807
H -0.224 -3.586 -2.639
Br 1.353 4.720 5.219
C 1.439 3.198 4.112
C 2.589 2.424 4.056
Br 4.058 2.826 5.162
C 2.660 1.335 3.190
Br 4.169 0.209 3.137
C 1.605 1.015 2.337
O 1.576 0.026 1.519
C 0.386 1.763 2.464
O -0.622 1.303 1.804
C 0.340 2.845 3.333
Br -1.300 3.768 3.454
C -2.577 4.106 -1.854
O -1.289 3.629 -1.497
C -1.118 2.411 -0.996
O -0.037 2.097 -0.560
N -2.223 1.595 -0.916
N -1.957 0.225 -0.675
H -2.432 5.163 -2.068
H -3.280 3.994 -1.024
H -2.950 3.612 -2.755
H -2.954 1.760 -1.601
H -1.683 -0.218 -1.565
H -2.805 -0.205 -0.309
F 2.365 1.951 -4.677
C 1.618 2.095 -3.585
F 0.525 2.788 -3.923
F 2.313 2.852 -2.735
S 1.135 0.433 -2.810
O 1.635 0.497 -1.476
O 1.647 -0.586 -3.665
N -0.455 0.529 -2.935
S -0.868 -0.137 -4.321
O -1.222 -1.515 -4.212
O -0.194 0.357 -5.469
C -2.586 0.678 -4.501
F -3.413 0.415 -3.461
F -3.207 0.257 -5.602
F -2.513 2.014 -4.563
*
```

Results of the Löwdin charge analysis, in e, for atoms 1 through 5: number 1, Cr, carries 1.0045; number 2, C, carries -0.1665; number 3, Si, carries 0.5301; number 4, C, carries -0.1442; number 5, C, carries -0.1480